## A
Entry from the OMol25 dataset: a structure of composition C15H23BaN4O7P2SSe (ωB97M-V/def2-TZVPD).

**HOMO**: -3.662 eV

```
! wB97M-V def2-TZVPD RIJCOSX def2/J DEFGRID3
* xyz -1 1
N 3.36552 0.45309 2.82598
O -2.70770 1.39713 -1.40113
C 3.96684 -3.09009 1.93233
P -3.31416 2.89291 -0.78414
H -2.38484 1.57834 -2.30363
C 4.04228 -2.87639 0.55498
C 3.59625 -0.78155 2.26150
C 3.90065 -1.61443 0.00159
P -2.34916 2.08146 2.16973
H -3.45379 -0.70061 -4.21902
Se 2.95161 3.18856 2.09106
H -5.11923 0.90266 1.89284
C -3.14682 -1.63042 -3.74009
H 4.08129 -4.09459 2.31796
H -2.59796 1.02376 3.98989
C 3.68178 -0.56136 0.87638
H 2.92554 1.74780 4.35149
C 3.29288 1.37840 1.82503
C 3.10024 0.68192 4.22020
H 1.86925 -3.65478 -3.99995
H 2.21519 0.12201 4.53336
H 3.00525 1.13740 -0.30874
C 1.81190 -2.80506 -3.32125
C -3.82384 2.34452 1.00297
O -4.53767 3.45979 1.50791
H 2.56907 -2.07747 -3.60946
H -5.01455 3.86993 0.77051
H -3.46119 -2.45875 -4.37618
N 0.25281 -0.92736 -2.96983
Ba -0.50045 2.00157 -0.20678
N 3.52891 0.78255 0.65050
C 0.46069 -2.19118 -3.36195
H 2.05510 -3.15663 -2.31787
H 3.66657 -2.20989 3.88173
H -1.70899 3.81319 1.16875
O -1.52252 3.46861 2.09360
H 4.21512 -3.72176 -0.09902
H -4.02167 0.23319 0.65461
C -4.64467 1.08469 0.92577
H 3.93205 -1.44639 -1.06380
H -0.97396 -3.68833 -4.10968
N -1.04263 -0.57820 -3.05546
C -0.76971 -2.70044 -3.73548
O -2.13274 3.84426 -0.57482
O -4.49568 3.38363 -1.52326
C 3.74063 -2.04570 2.81546
H 0.91664 -0.21808 -2.57077
O -2.89452 1.87334 3.64683
O -1.58102 0.86550 1.75131
H 3.95333 0.37056 4.82624
C -1.67228 -1.65348 -3.52164
H -5.41795 1.21116 0.16600
H -3.69330 -1.71003 -2.79820
S 1.88558 1.40101 -1.73437
*
```

These are the Löwdin partial charges, in e, on atoms 1 to 4: number 1, N, carries -0.094; number 2, O, carries -0.374; number 3, C, carries -0.116; number 4, P, carries 0.355

## B
Entry from the OMol25 dataset: a structure of composition C15H23BaN4O7P2SSe (ωB97M-V/def2-TZVPD).

**HOMO**: -4.556 eV

```
! wB97M-V def2-TZVPD RIJCOSX def2/J DEFGRID3
* xyz -1 1
H -3.59061 3.86059 -2.09806
S -0.91963 -0.90302 -3.72387
H -4.93764 1.21961 0.45801
H 1.97923 3.40182 0.11527
C -4.82521 -0.57995 1.62096
O 2.94384 1.04733 -0.84732
N -0.90572 1.88422 -2.27402
O 5.50423 0.71488 -1.01239
C -3.33885 -0.03121 -0.22089
H -3.41523 2.39695 -3.07916
C 4.18692 -0.31922 1.07331
H -1.18568 4.76830 -0.85949
H 2.82451 1.50821 -1.68770
H -4.49813 -2.46412 2.62740
C 1.66101 3.88700 -0.80796
N -1.59769 -1.79320 -0.66443
H 4.16537 0.71214 2.95504
H 2.48222 3.80729 -1.52146
C 0.40418 3.27760 -1.34181
C -1.70516 2.88797 -1.89203
C -2.68028 -1.23695 -0.01231
C -2.29331 -4.30371 1.85431
H -1.51004 -4.99882 1.56030
C -0.88968 3.82232 -1.28299
O 3.18543 -2.08409 2.93040
N -2.26327 -3.18413 0.95242
H -3.01648 0.63379 -1.01215
O 5.46331 -0.90801 1.34792
H 2.96535 1.32550 1.78934
H -1.14297 0.98272 -2.74860
Se 0.02668 -4.08533 -0.53586
C -1.38254 -2.96093 -0.08573
H -2.11567 -3.97326 2.88079
H 3.72414 -2.50049 -0.27065
Ba 1.06359 -1.13492 -1.41689
N 0.38584 2.09194 -1.94962
H 2.37186 -2.02533 3.44622
O 3.25402 -2.80444 0.54476
O 3.78258 -1.19794 -1.51130
C -3.17947 2.85228 -2.11709
H -5.66423 -0.30224 2.24661
H 6.09642 -0.43614 0.78203
C -4.40993 0.28473 0.60337
C -4.17914 -1.79095 1.84091
H -3.67661 2.26910 -1.33984
H -3.26152 -4.80727 1.80646
H 4.68552 1.70607 1.58025
P 4.21376 0.04305 -0.74613
P 2.92379 -1.56410 1.44842
H -1.62971 -1.75725 -2.98839
C 3.97858 0.94160 1.90501
O 1.55141 -1.02958 1.27101
C -3.11209 -2.09594 1.01081
H 1.50270 4.94556 -0.60318
*
```

These are the Löwdin partial charges, in e, on atoms 1 to 4: number 1, H, carries 0.078; number 2, S, carries -0.035; number 3, H, carries 0.089; number 4, H, carries 0.068

The most stable of them is B.

## A
Entry from the OMol25 dataset: a cluster of 2 separate species, C3H4ClN in total (ωB97M-V/def2-TZVPD).

**HOMO (alpha / beta)**: -8.722 / -8.722 eV

```
! wB97M-V def2-TZVPD RIJCOSX def2/J DEFGRID3
* xyz 0 1
Cl -1.84191 1.33383 1.86180
N -1.16381 0.05423 0.94226
H 1.85920 -1.73109 -1.92245
H 1.20338 1.23407 0.67132
C -0.29304 0.46835 -0.07341
H -0.64763 -0.76670 1.46622
C 1.10496 -1.35386 -1.36321
H -0.70425 1.26440 -0.79129
C 0.48310 -0.50322 -0.79124
*
```

These are the Löwdin partial charges, in e, on atoms 1 to 4: number 1, Cl, carries 0.576; number 2, N, carries -0.535; number 3, H, carries 0.001; number 4, H, carries 0.174

## B
Entry from the OMol25 dataset: a cluster of 2 separate species, C3H4ClN in total (ωB97M-V/def2-TZVPD).

**HOMO**: -9.403 eV

```
! wB97M-V def2-TZVPD RIJCOSX def2/J DEFGRID3
* xyz 0 1
H -3.94083 -0.51208 0.99882
Cl 0.23725 1.60136 -0.00989
H 2.86327 -0.79829 -0.04668
N -3.28376 -0.28909 0.22931
C 1.00177 0.02392 -0.09918
H 3.01091 0.85930 -0.45596
C -2.49256 -0.28557 -0.60535
H 0.26034 -0.66871 0.18199
C 2.34361 0.06916 -0.19305
*
```

These are the Löwdin partial charges, in e, on atoms 1 to 4: number 1, H, carries 0.102; number 2, Cl, carries 0.521; number 3, H, carries 0.015; number 4, N, carries 0.039

The most stable of them is B.

## A
Entry from the OMol25 dataset: the molecule C7H15N (ωB97M-V/def2-TZVPD).

**SMILES**: CCC/C=C/NCC
**HOMO**: -7.982 eV

```
! wB97M-V def2-TZVPD RIJCOSX def2/J DEFGRID3
* xyz 0 1
H -1.35049 -2.25400 3.49036
C 0.22931 -0.34348 -1.27325
H -1.76740 -1.94359 -0.25663
H 1.48804 0.44538 -2.86799
H -1.94125 -0.20777 1.93790
H -0.42639 -0.49325 -2.13403
C 0.99139 1.98743 -1.56204
N -1.47872 -1.06479 0.15694
H -2.92523 -1.55073 1.51567
C 1.39321 0.52920 -1.76531
C 1.52223 2.54000 -0.16929
H 2.34439 0.28322 -1.30345
H 1.97267 3.51749 -0.44884
C -0.86520 -1.90625 2.55408
C -0.11100 -0.68108 -0.04680
C -1.87705 -1.27480 1.59268
H -0.27027 -2.72179 2.21367
H 0.57005 -0.51786 0.78872
H -0.24403 -1.10316 2.94462
H 2.32554 1.90321 0.16388
H 1.41637 2.68525 -2.27680
H -0.06923 2.27930 -1.50712
H 0.75839 2.64408 0.62641
*
```

These are the Löwdin partial charges, in e, on atoms 1 to 4: number 1, H, carries 0.077; number 2, C, carries -0.118; number 3, H, carries 0.103; number 4, H, carries 0.104

## B
Entry from the OMol25 dataset: a cluster of 2 separate species, C7H15N in total (ωB97M-V/def2-TZVPD).

**HOMO (alpha / beta)**: -7.375 / -7.374 eV

```
! wB97M-V def2-TZVPD RIJCOSX def2/J DEFGRID3
* xyz 0 1
H -1.60547 1.76315 0.19252
H -1.85174 -0.61515 1.84685
H -3.01783 -1.15177 -0.75932
H 0.80652 -0.69419 1.34058
H 2.97020 1.73168 -0.47657
C -2.33981 -0.41912 0.89805
C -0.69207 1.18575 0.30322
H 0.37072 -2.14114 -1.30954
H -0.19060 1.49251 1.21799
C 0.17737 1.22026 -0.93622
C 2.48158 0.99818 0.16811
H 3.23829 0.28238 0.49859
N -2.48960 -1.42391 0.06971
H -1.13117 -1.82051 -0.24515
H 0.18871 -2.81894 0.36465
C 1.34622 0.29553 -0.58185
C 0.63947 -0.73929 0.27063
H -2.98748 0.44774 0.86525
C 0.11194 -1.93653 -0.27154
H -0.37260 0.77367 -1.77113
H 1.76455 -0.18242 -1.47321
H 0.47267 2.22970 -1.26295
H 2.11016 1.52242 1.05132
*
```

These are the Löwdin partial charges, in e, on atoms 1 to 4: number 1, H, carries 0.042; number 2, H, carries 0.075; number 3, H, carries 0.065; number 4, H, carries 0.115

The most stable of them is A.

## A
Entry from the OMol25 dataset: the molecule C7H15N (ωB97M-V/def2-TZVPD).

**SMILES**: CCN1CCC[C@@H]1C
**HOMO**: -7.989 eV

```
! wB97M-V def2-TZVPD RIJCOSX def2/J DEFGRID3
* xyz 0 1
H 1.02788 -2.45031 -0.00935
C 0.17700 -0.62928 0.66176
H -1.66963 -1.50492 1.23866
H 0.88169 0.74561 -1.77989
H 2.10338 -1.13856 -0.41784
H -0.84384 -0.73702 2.56078
H 1.15043 -1.34588 -2.57675
H 0.90672 0.07468 1.31312
C 0.97634 -1.45849 -0.34551
C 0.40295 -1.25897 -1.70494
N -0.56761 0.30167 -0.20652
H -0.99546 0.62492 -2.14064
C -0.09829 0.20724 -1.58325
H 1.40569 1.85434 0.62971
H 0.24635 3.26803 0.84608
H -1.67538 1.67220 1.00537
C -0.70816 1.65645 0.21821
H -0.26733 -2.27467 2.02185
C 0.45514 2.28443 0.95413
H -1.24437 2.23705 -0.48406
H -0.38240 -1.97774 -1.96130
H 0.43845 2.14243 1.96515
C -0.72313 -1.35169 1.67205
*
```

These are the Löwdin partial charges, in e, on atoms 1 to 4: number 1, H, carries 0.082; number 2, C, carries -0.350; number 3, H, carries 0.061; number 4, H, carries 0.125

## B
Entry from the OMol25 dataset: a cluster of 2 separate species, C7H15N in total (ωB97M-V/def2-TZVPD).

**HOMO**: -6.506 eV

```
! wB97M-V def2-TZVPD RIJCOSX def2/J DEFGRID3
* xyz 0 1
H 0.37125 -0.42640 2.54938
H 1.18220 0.07778 0.25929
H -0.48677 -2.57849 2.95628
H 0.22457 3.79498 -0.52137
C -0.00324 1.87658 -1.37777
H 0.85546 1.98985 -2.06485
H 1.26951 -1.37928 -1.60988
C 0.05570 -0.99006 1.67805
C -0.68727 -0.66150 -1.08505
H -0.74509 -0.38127 1.26736
H 1.11884 1.24320 1.33189
H -1.47704 -1.20515 -0.56550
C 0.60700 -1.52248 -0.76155
N -0.48665 -2.29891 1.98949
C -0.26478 0.71871 -0.89184
H -1.42317 3.15705 -0.34034
H 0.43767 -2.60477 -0.74417
C -0.56564 3.22240 -1.00470
H -0.78696 3.75183 -1.93469
H -0.96513 -0.78585 -2.13474
H 2.00566 -1.53268 0.89064
C 1.12584 -0.97455 0.57869
H -1.36198 -2.49099 1.53539
*
```

These are the Löwdin partial charges, in e, on atoms 1 to 4: number 1, H, carries 0.079; number 2, H, carries -0.034; number 3, H, carries 0.060; number 4, H, carries 0.073

## C
Entry from the OMol25 dataset: the molecule C7H15N (ωB97M-V/def2-TZVPD).

**SMILES**: C=CCCNCCC
**HOMO**: -8.645 eV

```
! wB97M-V def2-TZVPD RIJCOSX def2/J DEFGRID3
* xyz 0 1
H 0.85203 1.67803 0.14146
H -1.33924 2.94391 -2.07788
H 1.92131 -0.42460 1.67946
H 0.82741 1.71512 -2.03530
H -0.38392 -2.16798 2.74333
C 0.56398 -2.00466 2.23012
H -0.10235 -1.08119 0.02720
H -1.47917 2.34897 -0.49631
H 0.63615 0.14834 2.58162
H -0.87346 0.26184 0.87850
H -2.82161 2.19834 -1.65968
H 2.32440 -2.83342 1.51084
C -1.08209 0.81066 -1.97506
C 1.37355 -3.03272 1.99110
H 1.02602 -4.02364 2.23860
C -1.75915 2.09070 -1.52522
H 0.86618 -0.02992 -2.20431
C 0.84610 -0.60662 1.81070
H -1.57558 -0.03822 -1.49058
H -1.15026 0.67901 -3.05429
N 0.82959 0.74821 -0.24864
C 0.08095 -0.16243 0.58432
C 0.41915 0.78229 -1.64998
*
```

These are the Löwdin partial charges, in e, on atoms 1 to 4: number 1, H, carries 0.105; number 2, H, carries 0.073; number 3, H, carries 0.113; number 4, H, carries 0.111

The most stable of them is C.

## A
Entry from the OMol25 dataset: a structure of composition C4H11N2S (ωB97M-V/def2-TZVPD).

**HOMO**: -2.860 eV

```
! wB97M-V def2-TZVPD RIJCOSX def2/J DEFGRID3
* xyz -1 1
C -0.18441 -1.56825 -1.04571
H 0.85103 0.97091 0.68938
H 0.68356 -2.19893 -1.23863
H 3.70263 1.01295 0.83062
N 3.31905 0.08868 0.99422
C 2.48294 -0.22465 0.00870
N 0.19337 -0.14221 -1.07836
H -0.69661 0.37314 -0.91909
H 1.41469 -0.94724 0.47655
H 2.74831 -0.77174 -0.90444
H -0.61517 -1.87235 -0.08253
S -2.97398 0.38824 -0.55256
H -3.51186 1.16908 1.69591
C -2.79121 1.45890 0.93190
H -2.99238 2.49140 0.64267
H -1.78235 1.39016 1.34770
C 1.08036 0.15167 0.01736
H -0.92799 -1.76977 -1.81369
*
```

These are the Löwdin partial charges, in e, on atoms 1 to 4: number 1, C, carries -0.183; number 2, H, carries 0.130; number 3, H, carries 0.061; number 4, H, carries -0.008

## B
Entry from the OMol25 dataset: the ion C4H11N2S with charge -1 (ωB97M-V/def2-TZVPD).

**SMILES**: CNC[C@@H](N)C[S-]
**HOMO**: -2.394 eV

```
! wB97M-V def2-TZVPD RIJCOSX def2/J DEFGRID3
* xyz -1 1
H -1.31996 -0.92786 0.60840
H 1.50148 -0.42032 -1.26617
H -1.62192 0.65211 -0.81718
H 0.65542 1.31744 0.52218
C -0.52788 -2.26497 2.67915
H -0.61070 -0.41769 -1.65725
H -1.59154 -2.15369 2.86108
H 2.35537 0.28492 -0.13000
H -1.01295 0.41326 1.79781
S -0.06707 1.77305 -2.42097
N 0.21532 -1.19403 2.07657
H -0.38765 -3.18575 2.06188
C -0.57660 0.56413 -1.15016
H 0.84402 -0.71258 2.69955
N 1.55468 -0.32949 -0.24631
C -0.58019 -0.35663 1.15928
H -0.00429 -2.71342 3.54067
C 0.28840 0.38790 0.08003
*
```

These are the Löwdin partial charges, in e, on atoms 1 to 4: number 1, H, carries 0.102; number 2, H, carries 0.035; number 3, H, carries 0.038; number 4, H, carries 0.109

The most stable of them is B.

## A
Entry from the OMol25 dataset: the molecule C7H10O (ωB97M-V/def2-TZVPD).

**SMILES**: C1=C[C@H]2COC[C@@H]1C2
**HOMO**: -8.815 eV

```
! wB97M-V def2-TZVPD RIJCOSX def2/J DEFGRID3
* xyz 0 1
H -0.79843 -1.83033 0.78491
C 1.13988 1.11379 -0.12734
H -1.73496 -0.05677 1.63727
H -0.51008 2.21262 0.83440
H -1.06387 1.66889 -1.63161
C -0.63162 -0.15512 1.30236
H 1.03104 -1.92969 -1.18052
O 1.63101 -0.18156 -0.47157
H -1.33672 -1.14303 -2.03734
H 1.54729 1.89783 -0.94776
C -1.20498 -0.52056 -1.07931
C -0.28954 1.18524 0.41346
H 0.01266 -0.49084 2.10434
C -1.14580 0.89761 -0.88052
H 1.86027 1.57959 0.62099
C -0.55803 -1.03204 0.10359
H 1.21092 -1.90991 0.75609
C 0.84097 -1.30572 -0.20145
*
```

These are the Löwdin partial charges, in e, on atoms 1 to 4: number 1, H, carries 0.131; number 2, C, carries -0.210; number 3, H, carries 0.149; number 4, H, carries 0.140

## B
Entry from the OMol25 dataset: the molecule C7H10O (ωB97M-V/def2-TZVPD).

**SMILES**: C=C1C[C@@]1(C)CC=O
**HOMO**: -9.641 eV

```
! wB97M-V def2-TZVPD RIJCOSX def2/J DEFGRID3
* xyz 0 1
H -1.92746 -1.28960 -0.12934
O -0.70302 -1.91543 2.07285
C -0.55152 0.95521 -1.64572
H -0.96333 1.88450 -1.25454
C 1.86651 0.86870 0.95853
C -1.43401 -0.42438 0.32208
C 0.89522 -0.99881 -0.67672
H 1.44940 -0.99641 -1.60644
H -2.12855 0.41240 0.42208
C 1.04971 0.13769 0.24110
C -0.23735 -0.00317 -0.52225
H -0.70416 0.08796 2.33793
C -0.86748 -0.78630 1.67733
H 0.77086 -1.98320 -0.24526
H 1.53413 1.77568 1.43946
H -1.28762 0.51198 -2.31757
H 2.88944 0.57525 1.13624
H 0.34922 1.18792 -2.20975
*
```

These are the Löwdin partial charges, in e, on atoms 1 to 4: number 1, H, carries 0.131; number 2, O, carries 0.061; number 3, C, carries -0.028; number 4, H, carries 0.083

The most stable of them is B.